Record 1
53
Properties=species:S:1:pos:R:3:forces:R:3 method="wB97M-V/def2-TZVPD" total_charge=+1 lumo_ev=-2.11 homo_lumo_gap_ev=8.3 smiles="C/C=C/c1ccc(OCCOCC[NH2+]Cc2ccccc2)c(OC)c1" homo_ev=-10.45
C -7.440 -1.942 1.274 -0.04 0.00 0.01
C -6.325 -1.031 0.909 0.28 -0.18 -0.10
C -5.126 -1.445 0.500 -0.56 -0.10 0.19
C -3.998 -0.609 0.122 0.44 0.47 -0.14
C -4.007 0.781 0.205 -0.03 -0.28 0.00
C -2.907 1.527 -0.177 0.27 0.09 -0.12
C -1.769 0.904 -0.653 0.15 -0.28 -0.08
O -0.622 1.550 -1.110 -0.37 -0.34 0.01
C -0.469 2.941 -0.907 0.19 0.40 0.40
C -0.049 3.252 0.538 -0.37 -0.08 -0.27
O 0.970 2.393 1.006 0.03 -0.12 0.01
C 2.278 2.599 0.530 0.18 -0.16 0.01
C 2.619 1.693 -0.679 0.18 0.65 0.16
N 1.813 0.457 -0.629 -0.56 0.02 -0.15
C 2.078 -0.414 0.548 0.26 -0.41 0.41
C 3.489 -0.935 0.513 -0.02 0.03 -0.01
C 3.869 -1.820 -0.491 0.00 0.06 0.10
C 5.167 -2.292 -0.553 0.00 -0.02 -0.09
C 6.097 -1.885 0.391 0.01 0.01 0.03
C 5.724 -1.009 1.396 0.07 -0.01 0.01
C 4.426 -0.532 1.454 -0.12 -0.02 -0.05
C -1.731 -0.498 -0.732 0.26 0.27 -0.06
O -0.546 -1.041 -1.189 -0.33 0.45 0.10
C -0.535 -2.422 -1.489 0.00 -0.30 -0.02
C -2.836 -1.230 -0.349 0.02 0.03 -0.01
H -8.304 -1.748 0.638 -0.10 -0.04 0.00
H -7.153 -2.985 1.171 -0.02 -0.08 0.01
H -7.750 -1.759 2.303 -0.08 -0.05 0.06
H -6.549 0.023 0.992 0.08 0.20 -0.03
H -4.948 -2.510 0.423 -0.04 -0.14 0.02
H -4.878 1.298 0.571 -0.10 0.07 0.05
H -2.960 2.601 -0.103 0.02 0.12 0.00
H -1.379 3.490 -1.159 0.06 -0.01 -0.05
H 0.311 3.243 -1.612 -0.12 0.01 0.05
H -0.883 3.067 1.218 0.04 0.13 -0.09
H 0.252 4.303 0.614 -0.03 -0.04 0.01
H 2.939 2.353 1.366 -0.01 0.06 -0.12
H 2.449 3.647 0.262 0.04 -0.07 -0.01
H 2.398 2.198 -1.621 -0.02 -0.16 0.02
H 3.681 1.441 -0.656 -0.11 -0.04 -0.08
H 0.791 0.742 -0.651 0.59 -0.25 -0.11
H 1.977 -0.096 -1.475 -0.10 0.15 0.11
H 1.886 0.162 1.452 -0.07 -0.01 -0.14
H 1.363 -1.238 0.501 -0.04 0.19 -0.04
H 3.143 -2.159 -1.219 -0.10 -0.09 -0.10
H 5.453 -2.982 -1.332 0.03 -0.07 -0.07
H 7.109 -2.257 0.345 0.10 -0.04 0.00
H 6.444 -0.697 2.136 0.08 0.03 0.07
H 4.136 0.144 2.246 -0.04 0.09 0.11
H -0.629 -3.030 -0.584 -0.01 0.02 -0.04
H 0.428 -2.621 -1.957 -0.05 -0.04 0.02
H -1.331 -2.685 -2.189 0.01 0.02 0.01
H -2.820 -2.307 -0.410 0.03 -0.13 -0.02

=====

Record 2
62
Properties=species:S:1:pos:R:3:forces:R:3 method="wB97M-V/def2-TZVPD" total_charge=0 lumo_ev=-1.84 homo_lumo_gap_ev=8.1 smiles="CC[C@@H](Cl)C1=C(C[C@@H](C)Br)C(=O)C(C(F)(F)F)=C(O)C1=O.CCOC(C)=O.CCOC(C)=O" homo_ev=-9.99
C -2.141 3.682 -3.445 1.04 -0.57 1.29
C -0.715 4.454 -3.340 -1.15 -0.86 -0.19
C 0.453 3.383 -3.688 -1.08 -0.88 0.75
Cl 1.463 3.880 -5.145 -0.52 -0.25 1.04
C 1.303 2.948 -2.426 1.36 0.31 1.76
C 2.231 3.734 -1.720 -1.71 -0.88 -1.22
C 2.542 5.227 -2.142 1.10 0.31 1.57
C 1.465 6.298 -1.564 -0.04 -1.00 -0.08
C 0.772 5.821 -0.214 -0.14 0.34 0.25
Br 2.463 7.995 -1.130 -0.58 -0.80 -0.38
C 2.953 3.111 -0.432 0.81 0.49 0.83
O 4.052 3.523 -0.048 -2.95 -0.99 -1.10
C 2.185 1.966 0.381 -1.84 -0.84 -0.77
C 2.418 1.658 1.913 1.80 0.49 0.30
F 3.158 0.444 1.988 -1.90 2.13 0.34
F 1.243 1.589 2.663 2.36 -0.21 -1.55
F 3.237 2.615 2.559 -1.93 -1.92 -1.42
C 1.256 1.158 -0.299 1.19 1.22 0.51
O 0.516 0.124 0.312 1.72 1.55 -1.52
C 1.059 1.472 -1.854 -0.87 -1.17 -1.23
O 0.676 0.549 -2.589 0.82 2.32 1.93
H -2.269 3.126 -4.423 0.01 0.99 1.04
H -3.001 4.363 -3.165 1.01 -0.77 -0.68
H -2.096 2.878 -2.621 -0.27 1.01 -1.22
H -0.765 5.304 -4.087 0.56 -0.88 1.07
H -0.657 4.802 -2.253 0.20 -0.23 -1.75
H -0.116 2.445 -4.025 1.18 1.31 0.37
H 2.724 5.387 -3.248 -0.52 -0.48 1.31
H 3.527 5.508 -1.619 -1.35 -0.59 -0.79
H 0.753 6.567 -2.402 0.73 -0.19 1.30
H 0.003 6.579 0.170 1.23 -0.90 -0.69
H 1.584 5.728 0.587 -1.15 0.00 -1.09
H 0.204 4.832 -0.307 1.00 1.26 -0.05
H 0.499 -0.664 -0.277 -0.13 0.74 0.11
C 1.867 -1.825 4.992 -0.04 -0.18 0.12
C 0.933 -1.460 3.855 0.21 0.07 0.26
O 0.471 -2.634 3.170 -0.02 0.01 -0.59
C -0.590 -3.364 3.548 -0.20 -0.46 0.11
C -1.174 -3.145 4.917 -0.47 0.40 0.13
O -1.019 -4.232 2.825 0.42 0.52 0.11
H 1.361 -2.428 5.749 -0.01 0.11 0.02
H 2.257 -0.925 5.471 -0.01 -0.03 -0.05
H 2.704 -2.419 4.620 -0.03 0.13 -0.05
H 0.094 -0.841 4.182 -0.02 -0.12 0.02
H 1.480 -0.873 3.118 -0.19 -0.29 -0.08
H -0.713 -3.844 5.618 -0.02 0.07 -0.07
H -2.247 -3.341 4.870 0.17 -0.22 -0.03
H -1.063 -2.129 5.287 0.20 -0.06 0.09
C -2.129 -6.521 0.626 0.08 0.17 -0.09
C -3.457 -6.675 -0.089 0.33 -0.12 0.15
O -3.704 -5.565 -0.963 -0.56 0.18 0.05
C -3.257 -5.481 -2.227 0.22 0.34 -0.42
C -2.194 -6.441 -2.688 -0.10 -0.57 -0.27
O -3.649 -4.600 -2.954 -0.02 -0.34 0.59
H -1.294 -6.507 -0.077 -0.04 -0.11 0.02
H -1.975 -7.340 1.331 -0.02 0.05 -0.02
H -2.099 -5.576 1.173 -0.04 -0.17 0.02
H -3.537 -7.623 -0.627 0.04 0.08 -0.08
H -4.264 -6.669 0.647 -0.04 0.19 -0.21
H -1.212 -5.988 -2.535 -0.09 -0.05 0.01
H -2.338 -6.631 -3.752 0.08 0.26 0.07
H -2.230 -7.410 -2.195 0.15 0.08 0.16

=====

Record 3
67
Properties=species:S:1:pos:R:3:forces:R:3 method="wB97M-V/def2-TZVPD" total_charge=+1 lumo_ev=-3.68 homo_lumo_gap_ev=8.2 homo_ev=-11.88
C 0.055 2.914 -6.972 -0.41 0.35 0.19
C -1.017 2.977 -5.858 0.66 0.40 -0.79
I -2.800 3.814 -6.775 -0.02 -0.26 0.43
C -0.500 3.942 -4.780 -0.46 0.30 -0.47
N -1.095 3.754 -3.460 0.49 -0.35 -0.19
C -0.808 2.704 -2.701 -0.57 0.60 0.23
N -0.006 1.668 -2.985 -0.09 0.07 0.11
C -0.058 0.918 -1.895 0.14 0.09 -0.31
C 0.726 -0.371 -1.811 0.36 -0.74 -1.05
F 2.041 -0.028 -1.944 -0.08 0.23 0.33
F 0.607 -0.968 -0.594 -0.25 0.47 0.23
C 0.397 -1.381 -2.892 -0.17 0.49 0.40
C -0.675 -1.295 -3.752 0.13 0.53 0.53
C -0.833 -2.296 -4.681 -1.41 0.50 -0.84
C 0.018 -3.356 -4.773 0.47 -0.93 -0.41
C 1.073 -3.456 -3.886 0.14 -0.17 -0.05
C 2.036 -4.622 -3.894 -0.82 -0.44 -0.15
F 3.039 -4.445 -4.761 0.11 0.06 0.23
F 1.387 -5.748 -4.261 0.14 0.15 -0.06
F 2.532 -4.850 -2.670 0.29 0.17 -0.19
C 1.239 -2.465 -2.960 1.16 -0.11 0.90
N -0.843 1.424 -0.946 0.30 0.45 1.25
P -1.269 0.860 0.736 -1.26 -1.93 1.90
O 0.114 0.640 1.572 -0.29 0.95 -1.62
Br -2.149 2.690 1.708 0.48 -0.01 -0.66
N -1.349 2.573 -1.467 0.55 0.51 -1.44
H 0.501 3.913 -7.053 0.11 -0.20 -0.06
H -0.391 2.718 -7.947 0.14 -0.31 0.14
H 0.830 2.181 -6.736 -0.07 0.10 -0.02
H -1.264 1.985 -5.484 -0.09 0.17 0.05
H -0.773 4.952 -5.095 0.10 -0.09 0.13
H 0.595 3.943 -4.761 -0.14 -0.41 0.40
H -1.712 4.455 -3.082 0.01 0.04 -0.18
H -1.348 -0.449 -3.675 -0.12 -0.19 -0.26
H -1.673 -2.235 -5.367 0.09 -0.03 0.04
H -0.134 -4.114 -5.533 -0.02 0.03 0.10
H 2.065 -2.541 -2.258 -0.08 0.02 -0.07
H 0.871 0.910 1.024 0.35 -0.07 0.58
H -1.993 3.236 -1.056 0.03 -0.52 0.79
O -4.096 -0.632 3.629 0.19 0.14 -0.11
C -3.368 -1.519 3.983 -0.33 -0.33 -0.01
O -2.057 -1.442 3.684 0.31 0.47 -0.11
C -1.057 -2.327 4.207 0.09 -0.31 -0.02
C -0.944 -3.589 3.379 -0.17 -0.05 -0.07
C -3.900 -2.753 4.669 0.14 0.12 0.51
H -1.235 -2.535 5.262 -0.09 -0.02 -0.02
H -0.119 -1.774 4.154 -0.10 0.15 -0.03
H -1.870 -4.164 3.394 0.03 -0.03 0.08
H -0.139 -4.222 3.754 0.01 0.02 0.00
H -0.739 -3.341 2.336 0.08 0.03 0.03
H -4.250 -3.455 3.914 0.02 0.00 0.00
H -4.737 -2.458 5.297 -0.11 0.03 -0.19
H -3.178 -3.244 5.318 0.06 -0.10 -0.16
O 4.488 -0.160 6.037 -0.11 -0.08 0.09
C 3.721 0.737 5.835 0.10 0.09 -0.35
O 2.502 0.709 6.411 -0.04 -0.17 0.35
C 1.587 1.806 6.386 -0.13 0.10 -0.17
C 0.752 1.794 5.123 0.03 -0.03 -0.17
C 4.056 1.856 4.874 0.12 0.41 0.33
H 2.108 2.753 6.536 0.04 -0.02 -0.07
H 0.939 1.669 7.251 0.11 -0.12 0.04
H 1.370 1.913 4.231 0.02 0.09 0.03
H 0.015 2.599 5.140 -0.01 -0.02 0.02
H 0.229 0.842 5.025 -0.05 0.03 0.07
H 3.820 1.535 3.860 -0.01 -0.01 0.00
H 5.122 2.056 4.946 0.02 -0.20 -0.10
H 3.546 2.793 5.089 -0.13 -0.06 -0.12